Record 1
Formula: C68H96N2O51S2
Source: the OMol25 dataset
Level of theory: ωB97M-V/def2-TZVPD

Results
**LUMO level**: -0.1 eV

```
! RIJCOSX wB97M-V def2-TZVPD def2/J DEFGRID3
* xyz 0 1
C 4.67983 1.02599 -0.59108
C 3.79837 0.78034 0.40558
C 3.91395 1.23737 1.70336
C 5.09133 1.95645 1.87585
C 6.01341 2.25957 0.88431
C 5.78728 1.79544 -0.38819
N 5.40123 2.50495 3.20529
O 6.36678 3.19668 3.25119
O 4.70427 2.22951 4.14500
H 4.48928 0.50773 -1.53876
H 2.86481 0.20319 0.25979
H 3.12645 0.95582 2.41997
H 6.80077 2.99129 1.16917
H 6.46935 1.94481 -1.15553
C 1.76964 4.66316 2.39842
C 2.01073 6.08291 2.35857
C 1.25642 6.88988 3.16863
C 0.32684 6.32084 3.99180
C 0.09462 4.92579 4.05672
C 0.84337 4.14411 3.27331
N -0.66887 7.19744 4.69073
O -1.77720 6.71783 4.87287
O -0.32811 8.33737 4.93550
H 2.39637 4.00072 1.80312
H 2.66629 6.54486 1.63448
H 1.33365 7.96862 3.12693
H -0.63222 4.48863 4.73453
H 0.64995 3.05767 3.31728
C 5.01275 -2.81292 1.51172
C 6.00494 -2.81625 0.32308
C 5.50806 -3.39279 -0.96322
O 6.10649 -2.56475 -1.98021
C 6.69542 -1.48476 -1.46611
O 7.26059 -0.61763 -2.01171
O 6.41925 -1.46399 -0.14790
H 5.38776 -2.17468 2.26176
H 4.92826 -3.85898 1.88973
H 4.10258 -2.34895 1.17825
H 6.94919 -3.33375 0.68876
H 4.41667 -3.31111 -1.05299
H 5.76753 -4.47470 -1.07143
C 0.72815 1.05571 7.59243
C 0.26378 0.85038 6.17371
C -0.62037 -0.38898 6.01013
O -1.71674 0.16318 5.30947
C -1.65317 1.53511 5.13539
O -2.48480 2.17681 4.60556
O -0.60272 1.99636 5.79723
H 1.06427 2.08532 7.76789
H 1.45576 0.32708 7.98970
H -0.06531 0.91071 8.30974
H 1.02591 0.97395 5.42106
H -1.03278 -0.77760 6.91766
H -0.12298 -1.20358 5.41978
C -2.49281 3.43568 0.07501
C -2.09923 4.73335 -0.56304
C -0.83216 5.28611 -0.03715
O -0.18801 5.84264 -1.20842
C -0.75288 5.25161 -2.29768
O -0.37308 5.33580 -3.42601
O -1.78039 4.53712 -1.93854
H -3.31201 2.99868 -0.42956
H -2.70027 3.46060 1.13152
H -1.71497 2.72847 -0.23278
H -3.00084 5.35809 -0.56181
H -0.30536 4.44041 0.42109
H -0.88314 6.07650 0.66484
C -5.37304 -5.83175 0.23273
C -4.42892 -5.36774 -0.87814
C -4.93377 -4.11207 -1.58001
O -3.98761 -3.13088 -1.13881
C -2.92237 -3.67714 -0.56434
O -1.94886 -3.14872 -0.21923
O -3.09462 -5.03620 -0.34736
H -6.28438 -6.16762 -0.28322
H -5.55453 -5.05745 0.98976
H -4.96377 -6.72265 0.70962
H -4.44575 -6.16785 -1.63343
H -5.95170 -3.83954 -1.27299
H -4.90298 -4.22446 -2.66468
C -6.73878 -1.30772 -2.91247
C -6.43691 -0.20473 -1.98553
C -5.27549 -0.42088 -1.04211
O -4.82722 0.90464 -0.80805
C -5.09042 1.63340 -1.91445
O -4.52673 2.63675 -2.12659
O -5.91395 0.97279 -2.74997
H -7.47195 -1.98244 -2.44243
H -5.88208 -1.94961 -3.14079
H -7.13415 -0.98753 -3.89655
H -7.31736 0.19337 -1.41142
H -4.48345 -0.87508 -1.53035
H -5.68216 -0.87195 -0.18629
C -4.17194 -3.03499 -6.44554
C -2.89900 -3.64896 -5.95146
C -2.61187 -3.22890 -4.40627
O -2.73842 -4.46499 -3.73891
C -3.05563 -5.48957 -4.56271
O -3.49099 -6.47080 -4.12162
O -2.93190 -5.16205 -5.83305
H -4.95858 -3.43581 -5.90990
H -4.26870 -3.19017 -7.54133
H -3.94567 -2.01898 -6.26754
H -2.07310 -3.44057 -6.55993
H -3.38676 -2.56400 -4.04522
H -1.61339 -2.78469 -4.26715
C 0.71171 -4.38425 -1.74961
C 0.98334 -4.49148 -0.29796
C 0.20677 -5.54564 0.45239
O 1.19886 -5.92891 1.45526
C 2.43604 -5.69231 0.95032
O 3.44228 -6.08344 1.46046
O 2.32278 -4.97945 -0.16107
H 1.35139 -3.63306 -2.21881
H -0.38722 -4.15488 -1.81222
H 0.87909 -5.32628 -2.24003
H 0.93452 -3.56280 0.29637
H 0.03998 -6.45599 -0.19030
H -0.65788 -5.12751 0.89586
C 4.36564 5.49313 5.62898
C 5.28094 6.28564 4.78361
C 6.75542 5.82672 4.79497
O 7.23997 6.22209 3.49549
C 6.15944 6.23463 2.69558
O 6.17066 6.33906 1.53915
O 5.03977 6.01975 3.39304
H 4.72559 5.52988 6.65399
H 4.46339 4.45836 5.33874
H 3.34063 5.87585 5.69008
H 5.08169 7.34719 4.88751
H 6.83242 4.76227 4.89915
H 7.42055 6.38061 5.40987
C -3.30588 -5.45912 3.49031
C -2.34721 -5.37527 4.73354
C -0.95008 -4.80808 4.57498
O -0.68762 -4.10616 5.75293
C -1.86696 -3.85143 6.33937
O -2.02002 -3.24414 7.34709
O -2.87201 -4.43839 5.64489
H -3.02968 -6.31975 2.92377
H -3.31537 -4.58094 2.87754
H -4.32556 -5.58932 3.81067
H -2.27866 -6.42922 5.18098
H -0.85059 -4.06930 3.80306
H -0.15015 -5.54373 4.37276
C 4.64948 5.07088 -1.52037
C 3.18594 4.78790 -1.65474
C 2.80169 4.39093 -3.06911
O 1.79553 3.30332 -2.78981
C 1.80160 2.94470 -1.54984
O 1.09556 2.09027 -1.03669
O 2.79791 3.64041 -0.85018
H 4.83396 5.99535 -2.08004
H 5.32912 4.32085 -1.89900
H 4.96760 5.27519 -0.46319
H 2.59263 5.60944 -1.25351
H 3.67031 3.96553 -3.48015
H 2.23444 5.07909 -3.66043
C 5.99098 -1.85933 -6.21649
C 4.61084 -2.06886 -5.62265
C 4.38182 -3.44641 -4.93880
O 3.50199 -3.08020 -3.85711
C 3.71086 -1.79749 -3.62441
O 3.34134 -1.22672 -2.62959
O 4.38485 -1.13735 -4.49263
H 6.18799 -0.82782 -6.17884
H 5.98438 -2.35778 -7.17345
H 6.69340 -2.29530 -5.54719
H 3.91999 -1.89202 -6.46485
H 5.21936 -3.84098 -4.51653
H 3.89630 -4.15378 -5.57103
C -5.39671 2.08116 -6.25934
C -4.03512 1.59017 -5.95400
C -3.16120 2.49719 -5.03742
O -2.69059 1.63073 -3.96744
C -3.29664 0.46718 -4.05976
O -3.16200 -0.43573 -3.26150
O -4.10309 0.38300 -5.13841
H -5.87532 2.31223 -5.28529
H -6.04669 1.38860 -6.79276
H -5.26986 2.95888 -6.85157
H -3.39983 1.43766 -6.85084
H -3.68627 3.27409 -4.54979
H -2.42705 2.98467 -5.63804
C -4.62015 -1.76325 5.46911
C -5.05915 -0.96319 4.30053
C -3.95330 -0.98473 3.21286
O -4.63085 -1.45182 2.02631
C -5.85957 -1.95453 2.40598
O -6.58310 -2.51787 1.63528
O -6.15554 -1.61952 3.62743
H -4.25693 -2.74876 5.06443
H -5.40150 -1.82415 6.19684
H -3.74276 -1.29544 5.89281
H -5.26622 0.11024 4.49680
H -3.12684 -1.66921 3.54547
H -3.57069 -0.00115 2.97996
C -1.80732 0.04455 0.85763
C -0.64278 -0.36695 -0.00377
O 0.31891 -0.90177 0.91578
S -0.20612 -0.79395 2.39544
O 0.87103 -0.44359 3.22932
O -1.06851 -1.92242 2.69688
O -1.13379 0.44285 2.12086
H -2.44130 -0.85296 1.07091
H -2.32718 0.87753 0.48098
H -0.14510 0.46324 -0.51954
H -0.89265 -1.14757 -0.72173
C 1.79794 0.82469 -4.75655
C 0.96756 0.30229 -3.55141
O 0.54528 -1.01540 -3.93898
S 0.16744 -0.86914 -5.48283
O -1.04399 -0.09789 -5.63636
O 0.19609 -2.12406 -6.13804
O 1.49576 -0.08676 -5.89653
H 2.93753 0.81946 -4.70306
H 1.50558 1.86132 -5.06035
H 0.08232 1.00877 -3.45226
H 1.58942 0.22153 -2.64415
*
```

Results of the Löwdin charge analysis, in e, for atoms 1 through 6: atom 1 (C): -0.088, atom 2 (C): -0.089, atom 3 (C): 0.024, atom 4 (C): -0.135, atom 5 (C): 0.021, atom 6 (C): -0.062

***

Record 2
Formula: C69H137N11O5
Source: the OMol25 dataset
Level of theory: ωB97M-V/def2-TZVPD

Results
**SMILES**: CC1(C)CCCC(C)(C)N1O.CC1(C)CCCC(C)(C)N1O.CC1(C)CCCC(C)(C)N1O.CC1(C)CCCC(C)(C)N1O.CC1(C)CCCC(C)(C)N1O.CCCC#N.CCCC#N.CCCC#N.CCCC#N.CCCC#N.CCCC#N
**LUMO level**: 0.1 eV

```
! RIJCOSX wB97M-V def2-TZVPD def2/J DEFGRID3
* xyz 0 1
C 1.92734 3.17142 -3.66098
C 3.36331 3.03755 -4.27102
C 4.37836 3.97364 -3.45461
C 4.87775 3.38037 -2.12731
C 5.39355 2.02582 -2.26723
C 4.42781 1.05749 -2.92349
N 3.86526 1.60244 -4.21873
O 2.98144 0.71353 -4.80492
C 5.34025 -0.13267 -3.19380
C 3.28288 0.74525 -1.93746
C 3.44832 3.52102 -5.71473
H 1.35490 3.92330 -4.20420
H 1.99819 3.69988 -2.71029
H 1.32430 2.26343 -3.66231
H 5.28982 4.14348 -4.02776
H 3.92174 4.95707 -3.34301
H 4.09578 3.40185 -1.36825
H 5.70448 4.01697 -1.81211
H 5.72071 1.60708 -1.31553
H 6.29271 2.10481 -2.87829
H 4.86753 -1.06345 -3.50730
H 6.00375 0.05996 -4.03687
H 5.91482 -0.39971 -2.30686
H 2.67305 -0.07861 -2.30820
H 3.79367 0.39757 -1.03951
H 2.67210 1.58950 -1.61766
H 3.10319 4.54966 -5.81905
H 2.76235 2.90596 -6.29717
H 4.40630 3.43668 -6.22782
H 2.31958 0.65964 -4.11164
C 2.86683 0.29640 6.42161
C 3.56257 0.26038 5.02565
C 2.58080 -0.53351 4.08876
C 2.95550 -0.27280 2.59383
C 2.97323 1.24825 2.27677
C 4.06910 1.93898 3.09981
N 3.93579 1.64722 4.57180
O 4.82698 2.26447 5.42311
C 5.45571 1.49784 2.56538
C 3.86412 3.49705 2.99242
C 4.88132 -0.64738 5.02769
H 3.33092 1.02667 7.08449
H 2.91588 -0.69482 6.87237
H 1.81643 0.57658 6.34268
H 2.71922 -1.58711 4.33140
H 1.53860 -0.29370 4.29949
H 2.24185 -0.77449 1.94028
H 3.84788 -0.77002 2.21363
H 2.00953 1.70757 2.49681
H 3.10157 1.38844 1.20347
H 6.27865 1.90855 3.15033
H 5.62908 0.42210 2.59427
H 5.56668 1.79793 1.52339
H 4.60311 4.01136 3.60684
H 3.76429 3.80135 1.95053
H 3.01152 3.77794 3.61071
H 4.69955 -1.62969 5.46372
H 5.69461 -0.26963 5.64733
H 5.19230 -0.82155 3.99761
H 4.29213 2.98194 5.77063
C -7.47178 -1.11320 -0.53260
C -7.44858 -0.44899 0.85982
C -6.17457 -0.97048 1.65004
C -4.81987 -0.22859 1.21313
C -4.93390 1.32590 1.11152
C -6.14381 1.79375 0.38270
N -7.35788 1.07488 0.83260
O -8.52284 1.67971 0.37731
C -6.28571 3.28632 0.80625
C -5.97826 1.86476 -1.14296
C -8.73386 -0.91010 1.59524
H -8.27099 -0.65302 -1.11364
H -7.57149 -2.19529 -0.44764
H -6.51762 -0.87392 -1.00211
H -6.21500 -0.65400 2.69230
H -6.03061 -2.04807 1.57152
H -4.50955 -0.64977 0.25687
H -3.98345 -0.56925 1.82342
H -4.04138 1.58815 0.54342
H -4.86831 1.75730 2.11035
H -5.41237 3.93810 0.78253
H -7.11848 3.78499 0.31034
H -6.63815 3.41606 1.82950
H -6.94091 1.91032 -1.65221
H -5.36898 2.69747 -1.49435
H -5.50535 0.93150 -1.44870
H -8.91288 -1.96076 1.36684
H -9.60229 -0.37504 1.21100
H -8.69101 -0.77473 2.67595
H -8.87192 2.00747 1.20936
C -2.01799 5.04351 -3.02973
C -1.67351 4.81857 -1.56327
C -1.08924 3.36556 -1.42095
C -0.33565 3.08348 -0.07157
C 0.64129 4.20596 0.22013
C 0.09373 5.65785 0.08968
N -0.69201 5.80841 -1.10385
O -1.18383 7.07374 -1.26848
C -0.62340 6.09474 1.44842
C 1.36551 6.65981 -0.04374
C -2.98112 4.85336 -0.67570
H -1.09243 4.97947 -3.60187
H -2.38443 6.05391 -3.21119
H -2.81202 4.38389 -3.37974
H -1.87052 2.61102 -1.51253
H -0.38836 3.12452 -2.22017
H 0.19260 2.13004 -0.07195
H -1.05049 3.05369 0.75074
H 1.47346 4.08580 -0.47353
H 0.97603 3.95418 1.22644
H -1.01566 7.10647 1.34530
H -1.45394 5.46323 1.76386
H 0.10385 6.02651 2.25746
H 1.78861 6.53828 -1.04090
H 0.89161 7.64071 -0.00698
H 1.98920 6.48127 0.83218
H -2.71211 4.75354 0.37586
H -3.66308 4.01360 -0.80925
H -3.51279 5.80472 -0.65703
H -0.50490 7.47414 -1.81648
C 4.95209 -4.69604 4.08123
C 4.52136 -5.05599 2.62273
C 2.96794 -4.90197 2.58269
C 2.38420 -4.99193 1.15198
C 3.07111 -3.98086 0.20673
C 4.65379 -4.04400 0.25362
N 5.11400 -4.12804 1.65550
O 6.49870 -4.12217 1.71938
C 5.24929 -5.15256 -0.70679
C 5.05348 -2.60562 -0.38386
C 4.83016 -6.51584 2.30331
H 4.37388 -5.22031 4.84209
H 4.75789 -3.64823 4.31032
H 5.98721 -4.99693 4.24278
H 2.50042 -5.57751 3.29903
H 2.77313 -3.87963 2.90669
H 1.31677 -4.79389 1.24928
H 2.39658 -5.98951 0.71291
H 2.71962 -3.04109 0.63260
H 2.71655 -4.00280 -0.82377
H 6.27044 -5.40884 -0.42455
H 4.77732 -6.13459 -0.73773
H 5.26321 -4.74003 -1.71561
H 6.10023 -2.61839 -0.68758
H 4.41640 -2.44794 -1.25412
H 4.87244 -1.78695 0.31264
H 5.87679 -6.78955 2.17007
H 4.31234 -6.98148 1.46478
H 4.51128 -7.09892 3.16727
H 6.74196 -3.23035 1.97840
C -0.46475 4.66225 5.51403
C -0.28311 3.58973 4.35651
C -1.66618 2.88951 4.07416
C -1.51526 1.67299 3.31236
N -1.34756 0.70361 2.76075
H 0.46146 5.22224 5.64307
H -0.66789 4.29807 6.52110
H -1.39631 5.20672 5.35965
H 0.41127 2.82164 4.69704
H 0.12263 4.05681 3.45912
H -2.35441 3.58862 3.59909
H -2.07746 2.71403 5.06821
C -2.00701 -0.97353 -6.31561
C -3.37841 -1.63668 -5.88290
C -4.45763 -0.67348 -5.69000
C -4.26132 0.30761 -4.59380
N -4.11382 1.08120 -3.74191
H -1.21711 -1.69914 -6.50964
H -1.65196 -0.12405 -5.73217
H -2.11780 -0.45647 -7.26874
H -3.24615 -2.18301 -4.94903
H -3.63250 -2.38192 -6.63666
H -5.40299 -1.18140 -5.49918
H -4.60740 -0.06154 -6.57949
C 0.00199 -3.86694 4.59622
C -0.38420 -2.53890 3.96554
C -1.85999 -2.61036 3.47997
C -2.02357 -3.58028 2.38852
N -2.20697 -4.33792 1.51808
H -0.72047 -4.08849 5.38176
H 0.98654 -3.73058 5.04364
H 0.08020 -4.63234 3.82412
H 0.32579 -2.20149 3.21044
H -0.42768 -1.72514 4.68943
H -2.42070 -1.69677 3.28238
H -2.49936 -3.01939 4.26227
C -5.10839 -2.75637 -2.27455
C -4.51068 -3.63420 -1.22886
C -4.83645 -5.13304 -1.39495
C -4.57897 -5.80980 -2.67181
N -4.38345 -6.40446 -3.64708
H -6.18886 -2.88057 -2.20195
H -4.80957 -3.03199 -3.28591
H -4.86579 -1.70229 -2.13985
H -4.62896 -3.28415 -0.20339
H -3.42658 -3.56946 -1.32185
H -5.90176 -5.28228 -1.21904
H -4.24450 -5.65177 -0.64089
C -0.25719 -3.71649 -3.91626
C -1.21248 -4.90246 -3.90348
C -0.85204 -6.00817 -4.99086
C -0.90932 -5.54675 -6.35824
N -1.00208 -5.17458 -7.42919
H 0.71498 -4.18325 -3.75771
H -0.41251 -3.02065 -3.09178
H -0.32319 -3.02786 -4.75860
H -2.27666 -4.68492 -3.99461
H -1.14413 -5.46335 -2.97137
H -1.51728 -6.87146 -4.97393
H 0.10508 -6.46795 -4.74465
C -0.19545 -0.98180 0.10233
C -1.41738 -1.53197 -0.69004
C -1.91788 -0.55990 -1.76368
C -0.87454 -0.22225 -2.80535
N 0.00771 -0.05954 -3.56300
H 0.75067 -1.20710 -0.38980
H -0.23731 -1.31351 1.13979
H -0.38146 0.08454 0.23049
H -2.29073 -1.72932 -0.06841
H -1.10532 -2.52406 -1.01636
H -2.17475 0.36921 -1.25487
H -2.80090 -0.95196 -2.26831
*
```

Results of the Löwdin charge analysis, in e, for atoms 1 through 6: atom 1 (C): -0.025, atom 2 (C): -0.434, atom 3 (C): -0.107, atom 4 (C): -0.209, atom 5 (C): -0.192, atom 6 (C): -0.476